CH5N3PdS5 as an isolated structure, computed with the ωB97M-V functional and the def2-TZVPD basis.

E_LUMO (eV): -10.313
Energy relative to the best compared isomer or geometry (same formula, charge and spin) (kcal/mol): 0.0
M (g mol⁻¹): 325.827
Gap between HOMO and LUMO (eV): 6.16
Max |F| (eV/A): 0.35
HOMO level (eV): -16.469

Structure (ORCA input):
```
! wB97M-V def2-TZVPD RIJCOSX def2/J DEFGRID3
* xyz 2 1
Pd 0.5458 -1.1611 -0.3085
N 0.9861 0.8540 0.1824
N -0.1462 1.6768 0.3674
C -1.3710 1.1414 0.3782
N -2.4089 1.9067 0.6414
S -1.6120 -0.5189 0.0415
H 1.5188 0.8305 1.0547
H 1.5714 1.2855 -0.5331
H 0.0289 2.6409 0.6217
H -2.3317 2.8948 0.8364
H -3.3401 1.5153 0.6351
S -0.2564 -3.2393 -0.6224
S 1.1501 -4.4924 -1.1887
S 2.9021 -3.6137 -1.2832
S 2.7633 -1.7204 -0.8229
*
```


A 2-piece molecular cluster, C6H10O overall, computed with the ωB97M-V functional and the def2-TZVPD basis.

E_LUMO (eV): -0.163
Energy relative to the best compared isomer or geometry (same formula, charge and spin) (kcal/mol): 83.2
M (g mol⁻¹): 98.145
Gap between HOMO and LUMO (eV): 8.18
Max |F| (eV/A): 3.93
SMILES string: C=C/C=C/C=C.O
HOMO level (eV): -8.341

Structure (ORCA input):
```
! wB97M-V def2-TZVPD RIJCOSX def2/J DEFGRID3
* xyz 0 1
C -2.5459 -0.4110 0.2869
C -2.1094 0.5503 -0.5739
C -0.5616 0.5681 -0.8185
C 0.4137 -0.3853 -0.4695
C 1.5100 -0.4913 -1.4173
C 2.5774 -1.3265 -1.5023
H -3.5571 -0.6003 0.7541
H -1.8629 -0.9729 0.8899
H -2.7417 1.2280 -1.1326
H -0.2298 1.0619 -1.8242
H 0.5200 -0.9318 0.4919
H 1.4325 0.1032 -2.5333
H 3.0424 -2.0861 -0.7725
H 3.3785 -1.1168 -2.3182
O 0.4425 1.1899 3.4497
H -0.3476 1.1913 2.9729
H 1.1204 1.5783 2.8420
*
```


C22H35NO2OsP2S2 as an isolated structure, computed with the ωB97M-V functional and the def2-TZVPD basis.

E_LUMO (alpha / beta) (eV): -5.884 / -8.480
Energy relative to the best compared isomer or geometry (same formula, charge and spin) (kcal/mol): 33.5
M (g mol⁻¹): 661.839
Gap between HOMO and LUMO (alpha / beta) (eV): 5.69 / 5.00
Max |F| (eV/A): 2.91
HOMO level (alpha / beta) (eV): -11.578 / -13.481
<S²>: 6.04

Structure (ORCA input):
```
! wB97M-V def2-TZVPD RIJCOSX def2/J DEFGRID3
* xyz 2 5
P -2.7965 -0.0216 -1.5138
P -2.3156 -2.3961 1.4218
C -3.6041 -1.6044 -0.9950
C -3.8182 -1.8986 0.5090
H -3.0819 -2.4366 -1.4967
H -4.6014 -1.5518 -1.4607
H -4.2831 -1.0527 1.0334
H -4.4693 -2.7744 0.6281
C -2.1933 -4.1467 0.8791
H -1.2298 -4.5648 1.1968
H -2.2942 -4.2521 -0.2105
H -3.0105 -4.6862 1.3760
C -2.7661 -2.6067 3.1685
H -3.3092 -3.5566 3.2754
H -3.3918 -1.7708 3.5077
H -1.8440 -2.6488 3.7652
C -3.3065 0.1136 -3.2434
H -2.8555 0.9942 -3.7139
H -4.3984 0.2108 -3.2664
H -3.0159 -0.7922 -3.7909
C -3.6565 1.2561 -0.5895
H -3.6415 1.0654 0.4910
H -4.7021 1.2663 -0.9278
H -3.2239 2.2424 -0.7972
Os 0.5645 2.2731 -0.7770
C 0.4938 -2.0905 1.6640
C 0.6641 -2.5818 0.4185
C -0.3198 -2.3225 -0.6809
C -0.0280 -1.2052 -1.6665
C -1.0114 -0.0323 -1.4638
C -0.7084 0.7746 -0.1633
C -0.8759 0.1695 1.2095
C 0.2365 -0.6126 1.9403
C 0.4368 4.1605 -0.3165
H 0.8257 -2.6564 2.5533
H 1.4630 -3.2791 0.1524
H -1.2891 -2.0117 -0.2001
H -0.5226 -3.2612 -1.2286
H 0.9943 -0.8023 -1.5684
H -0.1504 -1.5599 -2.7028
H -0.7525 0.6696 -2.2869
H -1.3474 1.7120 -0.1879
H -1.8538 -0.3937 1.2049
H -1.1160 1.0254 1.8685
H 1.1693 -0.0259 1.8543
H -0.0374 -0.5543 3.0092
H 1.0893 4.4208 0.5335
H -0.6292 4.3055 -0.0760
H 0.7103 4.7535 -1.2078
O 3.1698 1.0716 2.4276
S 3.3627 2.2410 1.6009
O 3.0139 3.5563 2.0620
N 2.3838 1.9560 0.1015
C 3.1215 1.9119 -0.9967
S 2.0210 1.9724 -2.3515
C 4.5468 1.9728 -0.7672
C 5.6149 1.9188 -1.6848
C 6.9150 2.1213 -1.2218
C 7.1596 2.3922 0.1308
C 6.1059 2.4127 1.0525
C 4.8111 2.1890 0.5898
H 5.3963 1.7272 -2.7303
H 7.7524 2.0815 -1.9163
H 8.1765 2.5897 0.4717
H 6.2525 2.6229 2.1039
*
```


A 2-piece molecular cluster, CBr2S3 overall, computed with the ωB97M-V functional and the def2-TZVPD basis.

E_LUMO (eV): -1.153
Energy relative to the best compared isomer or geometry (same formula, charge and spin) (kcal/mol): 2.0
M (g mol⁻¹): 268.020
Gap between HOMO and LUMO (eV): 8.12
Max |F| (eV/A): 1.84
HOMO level (eV): -9.271

Structure (ORCA input):
```
! wB97M-V def2-TZVPD RIJCOSX def2/J DEFGRID3
* xyz 0 1
C -0.1560 2.0220 -0.2473
S -1.3092 2.1145 0.8388
S -0.2172 -1.2859 0.1406
S 1.0049 2.1814 -1.2593
Br 1.2877 -2.1481 -1.1582
Br -0.6101 -2.8839 1.6853
*
```


C3H5N3S as an isolated structure, computed with the ωB97M-V functional and the def2-TZVPD basis.

E_LUMO (eV): 0.615
Energy relative to the best compared isomer or geometry (same formula, charge and spin) (kcal/mol): 11.9
M (g mol⁻¹): 115.161
Gap between HOMO and LUMO (eV): 9.30
Max |F| (eV/A): 4.60
HOMO level (eV): -8.685

Structure (ORCA input):
```
! wB97M-V def2-TZVPD RIJCOSX def2/J DEFGRID3
* xyz 0 1
C -0.0303 1.3961 1.7653
C 0.2256 0.5833 0.5721
C -0.0283 -0.9185 -1.0715
H 0.5373 2.3876 1.7951
H 0.0244 0.7635 2.6813
H -1.0296 1.7542 1.7073
H -1.4081 -2.3326 -1.4933
H -0.1062 -2.0841 -2.6943
N 1.3129 0.9513 -0.1618
N -0.4088 -2.1162 -1.7180
N -0.5480 -0.3500 0.0521
S 1.4592 -0.0346 -1.4342
*
```


A 2-piece molecular cluster, C2H3I2NO2 overall, computed with the ωB97M-V functional and the def2-TZVPD basis.

E_LUMO (alpha / beta) (eV): -1.643 / -1.310
Energy relative to the best compared isomer or geometry (same formula, charge and spin) (kcal/mol): 131.3
M (g mol⁻¹): 326.859
Gap between HOMO and LUMO (alpha / beta) (eV): 7.44 / 7.82
Max |F| (eV/A): 3.83
HOMO level (alpha / beta) (eV): -9.079 / -9.127

Structure (ORCA input):
```
! wB97M-V def2-TZVPD RIJCOSX def2/J DEFGRID3
* xyz 0 1
C -0.9975 1.0536 0.6753
C 0.6458 -0.7987 0.2602
N 1.2500 -0.2853 -0.9836
O 0.9498 -0.8803 -2.0057
O 2.0543 0.5931 -0.8607
I -2.7907 0.3395 -0.1195
I -0.3044 -2.5871 0.1806
H -0.7947 1.8896 0.0632
H -1.1300 0.9657 1.6915
H 1.1175 -0.2901 1.0988
*
```


C5H12N2O3 as an isolated structure, computed with the ωB97M-V functional and the def2-TZVPD basis.

E_LUMO (eV): 0.491
Energy relative to the best compared isomer or geometry (same formula, charge and spin) (kcal/mol): 21.7
M (g mol⁻¹): 148.162
Gap between HOMO and LUMO (eV): 9.39
Max |F| (eV/A): 3.54
HOMO level (eV): -8.900

Structure (ORCA input):
```
! wB97M-V def2-TZVPD RIJCOSX def2/J DEFGRID3
* xyz 0 1
C -1.3165 0.5812 -1.6664
C -0.3539 0.2967 -0.5238
C -0.4075 1.4082 0.5390
C 0.6464 1.2206 1.6101
N 1.5517 2.2024 1.7422
O 0.6908 0.1929 2.2912
N -0.6191 -1.0306 0.0588
H -1.0276 1.5039 -2.1855
H -1.3119 -0.2415 -2.3936
H -2.3418 0.7046 -1.2869
H 0.6719 0.2464 -0.9183
H -0.2893 2.3787 0.0397
H -1.3912 1.3972 1.0318
H 1.5226 3.0392 1.1783
H 2.2744 2.1235 2.4453
H -0.2817 -1.0514 1.0280
H -1.6161 -1.2439 0.0657
C 0.2692 -2.6097 -0.7325
O -0.2040 -3.6401 -0.2074
H 0.0236 -2.3700 -1.7880
O 1.6125 -2.3388 -0.5725
H 1.8974 -2.7693 0.2449
*
```


A 3-piece molecular cluster, C4H15NO3 overall, computed with the ωB97M-V functional and the def2-TZVPD basis.

E_LUMO (eV): 0.500
Energy relative to the best compared isomer or geometry (same formula, charge and spin) (kcal/mol): 50.2
M (g mol⁻¹): 125.168
Gap between HOMO and LUMO (eV): 9.05
Max |F| (eV/A): 5.79
SMILES string: C[C@H](N)CCO.O.O
HOMO level (eV): -8.547

Structure (ORCA input):
```
! wB97M-V def2-TZVPD RIJCOSX def2/J DEFGRID3
* xyz 0 1
C -0.4069 1.9485 -1.7200
C -0.2570 0.8748 -0.4434
N 0.9928 0.1627 -0.5707
C -1.4715 0.0507 -0.2301
C -1.1915 -0.7521 1.0240
O -1.0340 0.0229 2.1577
H -1.4535 2.2629 -1.8741
H -0.3126 1.2697 -2.5683
H 0.2907 2.6679 -1.5646
H -0.0882 1.5037 0.4859
H 1.8340 0.7123 -0.6234
H 1.1262 -0.6702 -1.1145
H -2.3391 0.8258 0.0538
H -1.6762 -0.6586 -1.0128
H -2.1800 -1.1257 1.2755
H -0.4356 -1.4587 0.8124
H -0.0747 0.4408 2.1360
O 0.2329 -2.2859 -2.7149
H 1.1319 -2.2551 -2.9644
H -0.0855 -2.7505 -3.4266
O 2.3345 0.4626 2.7100
H 2.3341 -0.2602 3.3751
H 2.6737 0.0290 2.0001
*
```